1.
{
  "formula": "C7H28CrN14O7",
  "method": "ωB97M-V/def2-TZVPD",
  "species": ["Cr", "C", "O", "N", "N", "H", "H", "H", "H", "C", "O", "N", "N", "H", "H", "H", "H", "C", "O", "N", "N", "H", "H", "H", "H", "C", "O", "N", "N", "H", "H", "H", "H", "C", "O", "N", "N", "H", "H", "H", "H", "C", "O", "N", "N", "H", "H", "H", "H", "C", "O", "N", "N", "H", "H", "H", "H"],
  "coordinates": [[0.074, 0.126, 0.003], [-2.030, -2.484, 0.144], [-1.335, -1.466, -0.059], [-1.545, -3.720, 0.381], [-3.348, -2.406, 0.359], [-2.213, -4.462, 0.468], [-0.558, -3.868, 0.497], [-3.893, -3.222, 0.570], [-3.860, -1.554, 0.203], [0.013, 2.105, -2.614], [0.004, 1.472, -1.541], [0.181, 1.539, -3.813], [-0.042, 3.462, -2.605], [0.204, 2.204, -4.566], [0.300, 0.543, -3.852], [0.042, 3.942, -1.727], [0.113, 3.939, -3.476], [0.751, -1.962, -2.701], [0.450, -1.129, -1.810], [1.905, -1.876, -3.377], [-0.107, -2.910, -3.055], [2.076, -2.427, -4.203], [2.539, -1.119, -3.188], [-0.965, -2.888, -2.528], [-0.026, -3.369, -3.947], [-0.659, -0.616, 3.200], [-0.385, -0.190, 2.071], [-0.708, -1.893, 3.601], [-0.959, 0.253, 4.207], [-0.996, -2.367, 4.440], [-0.293, -2.547, 2.952], [-1.003, 1.247, 4.108], [-1.081, -0.281, 5.049], [2.671, -1.702, 0.705], [1.493, -1.270, 0.720], [3.152, -2.441, -0.298], [3.505, -1.397, 1.722], [2.577, -2.865, -1.004], [4.089, -2.808, -0.234], [4.439, -1.769, 1.697], [3.104, -0.867, 2.475], [1.735, 2.732, 1.036], [0.921, 1.788, 0.850], [2.840, 2.832, 0.295], [1.538, 3.656, 1.978], [3.545, 3.545, 0.372], [2.787, 2.322, -0.572], [2.344, 4.193, 2.257], [0.684, 3.751, 2.497], [-2.589, 1.918, 0.284], [-1.783, 0.977, 0.231], [-3.235, 2.301, -0.826], [-2.911, 2.678, 1.362], [-3.966, 2.988, -0.740], [-3.349, 1.656, -1.590], [-2.673, 2.269, 2.252], [-3.563, 3.439, 1.339]],
  "spin_multiplicity": 4,
  "total_charge": 3,
  "energy_ha": -2620.7400,
  "homo_lumo_gap_ev": [8.309, 9.719]
}

=====

2.
{
  "formula": "C7H28KN14O7",
  "method": "ωB97M-V/def2-TZVPD",
  "species": ["K", "C", "O", "N", "N", "H", "H", "H", "H", "C", "O", "N", "N", "H", "H", "H", "H", "C", "O", "N", "N", "H", "H", "H", "H", "C", "O", "N", "N", "H", "H", "H", "H", "C", "O", "N", "N", "H", "H", "H", "H", "C", "O", "N", "N", "H", "H", "H", "H", "C", "O", "N", "N", "H", "H", "H", "H"],
  "coordinates": [[17.731, 0.044, 17.411], [21.426, 1.426, 18.215], [20.442, 0.746, 18.522], [22.469, 1.649, 19.058], [21.612, 1.867, 16.959], [22.572, 1.136, 19.912], [23.184, 2.281, 18.748], [22.459, 2.245, 16.574], [20.840, 1.794, 16.305], [19.483, -2.805, 18.467], [18.425, -2.362, 18.887], [19.701, -4.162, 18.357], [20.523, -2.056, 18.014], [19.022, -4.720, 18.846], [20.644, -4.503, 18.301], [21.321, -2.509, 17.607], [20.547, -1.044, 18.094], [14.854, 2.249, 18.258], [13.738, 1.907, 18.565], [15.493, 1.908, 17.068], [15.682, 2.992, 19.062], [14.868, 1.688, 16.313], [16.431, 2.222, 16.875], [16.568, 3.222, 18.645], [15.525, 3.049, 20.049], [18.788, 0.253, 21.008], [17.909, 0.349, 20.153], [19.214, 1.313, 21.767], [19.296, -0.968, 21.296], [19.232, 2.243, 21.397], [20.012, 0.965, 22.278], [19.961, -1.138, 22.026], [18.944, -1.686, 20.677], [20.067, 0.281, 14.388], [19.457, 0.932, 15.247], [20.815, 0.887, 13.437], [19.921, -1.064, 14.274], [21.241, 0.351, 12.701], [20.861, 1.887, 13.390], [19.567, -1.554, 15.079], [20.190, -1.562, 13.446], [18.617, 4.055, 16.633], [18.187, 2.958, 16.984], [19.000, 5.011, 17.522], [18.683, 4.390, 15.300], [19.512, 5.800, 17.176], [19.110, 4.588, 18.430], [18.365, 5.298, 15.014], [18.715, 3.603, 14.679], [17.043, -2.422, 14.846], [17.241, -2.784, 16.001], [17.355, -3.291, 13.827], [16.451, -1.243, 14.502], [18.022, -3.989, 14.109], [17.288, -3.047, 12.854], [15.882, -0.749, 15.161], [16.468, -1.189, 13.499]],
  "spin_multiplicity": 1,
  "total_charge": 1,
  "energy_ha": -2176.9058,
  "homo_lumo_gap_ev": 9.060
}

=====

3.
{
  "formula": "C7H28N14O7",
  "method": "ωB97M-V/def2-TZVPD",
  "species": ["C", "O", "N", "N", "H", "H", "H", "H", "C", "O", "N", "N", "H", "H", "H", "H", "C", "O", "N", "N", "H", "H", "H", "H", "C", "O", "N", "N", "H", "H", "H", "H", "C", "O", "N", "N", "H", "H", "H", "H", "C", "O", "N", "N", "H", "H", "H", "H", "C", "O", "N", "N", "H", "H", "H", "H"],
  "coordinates": [[0.117, -4.201, 3.892], [-0.916, -4.569, 3.397], [0.682, -4.638, 4.962], [0.960, -3.214, 3.414], [0.199, -5.449, 5.323], [1.598, -4.344, 5.271], [1.900, -2.994, 3.711], [0.753, -2.982, 2.453], [0.955, 1.713, 3.813], [1.310, 0.957, 4.644], [0.369, 2.843, 4.166], [0.906, 1.553, 2.525], [-0.231, 3.331, 3.517], [0.389, 2.933, 5.172], [0.640, 2.280, 1.876], [1.081, 0.608, 2.214], [-0.677, 1.509, -3.248], [-1.293, 1.080, -2.275], [0.175, 0.886, -3.922], [-1.021, 2.744, -3.647], [0.282, -0.118, -3.951], [0.816, 1.523, -4.374], [-0.518, 3.139, -4.429], [-1.856, 3.103, -3.205], [3.079, 1.667, -1.650], [4.264, 1.788, -1.384], [2.406, 2.641, -2.074], [2.368, 0.655, -1.216], [1.434, 2.575, -2.340], [2.881, 3.532, -2.081], [2.806, -0.136, -0.767], [1.368, 0.677, -1.355], [-1.348, -5.254, -1.932], [-0.414, -5.927, -1.536], [-1.361, -4.425, -2.899], [-2.481, -5.207, -1.249], [-2.277, -4.070, -3.134], [-0.508, -3.970, -3.191], [-3.187, -4.570, -1.588], [-2.673, -5.816, -0.467], [-0.024, -1.138, 0.157], [0.558, -2.029, 0.828], [-0.506, 0.052, 0.485], [-0.060, -1.185, -1.168], [-0.720, 0.705, -0.255], [-0.999, 0.257, 1.342], [-0.712, -0.601, -1.672], [0.422, -2.041, -1.404], [-0.909, 4.029, 0.085], [0.172, 3.487, 0.396], [-1.283, 5.313, 0.223], [-1.874, 3.357, -0.402], [-2.056, 5.725, -0.280], [-0.544, 5.945, 0.494], [-1.764, 2.368, -0.578], [-2.675, 3.904, -0.684]],
  "spin_multiplicity": 2,
  "total_charge": 1,
  "energy_ha": -1576.6103,
  "homo_lumo_gap_ev": [8.621, 2.945]
}